1.
{"formula": "C4H7NO", "method": "the ωB97M-V functional and the def2-TZVPD basis", "spin_multiplicity": 1, "e_lumo_ev": [0.70, 0.70], "e_homo_ev": [-7.8, -7.8], "fmax_ev_per_a": 0.26, "homo_lumo_gap_ev": [8.47, 8.48], "e_above_lowest_kcal_mol": 98.9, "species": ["C", "C", "O", "C", "N", "C", "H", "H", "H", "H", "H", "H", "H"], "coordinates": [[0.645, -0.938, 0.018], [-0.858, -0.955, 0.229], [-1.488, -0.137, -0.706], [-1.015, 1.077, -0.672], [-0.150, 1.331, 0.334], [1.096, 0.507, 0.294], [1.127, -1.672, 0.669], [0.877, -1.205, -1.027], [-1.360, -1.918, 0.242], [-0.651, 0.568, 1.042], [-1.566, 1.818, -1.239], [1.565, 0.617, 1.276], [1.779, 0.908, -0.460]]}

---

2.
{"formula": "CH2F2O2PS", "method": "the ωB97M-V functional and the def2-TZVPD basis", "spin_multiplicity": 1, "e_lumo_ev": [3.81, 3.81], "e_homo_ev": [-3.0, -3.0], "fmax_ev_per_a": 2.71, "total_charge": -1, "homo_lumo_gap_ev": [6.82, 6.82], "e_above_lowest_kcal_mol": 112.7, "species": ["C", "O", "O", "F", "F", "P", "S", "H", "H"], "coordinates": [[-1.430, 1.234, -0.154], [-3.994, -0.283, 1.344], [-2.811, -1.464, -0.407], [-1.264, 2.299, 0.708], [-1.816, 1.776, -1.380], [0.020, 0.177, -0.399], [-3.580, -0.268, -0.027], [0.277, 0.625, -1.673], [-0.981, -0.864, -0.731]]}

---

3.
{"formula": "C17H16EuN4O3S", "method": "the ωB97M-V functional and the def2-TZVPD basis", "spin_multiplicity": 7, "e_lumo_ev": [2.91, 2.91], "e_homo_ev": [-4.6, -4.6], "fmax_ev_per_a": 1.38, "s2": 12.01, "total_charge": -1, "homo_lumo_gap_ev": [7.49, 7.50], "e_above_lowest_kcal_mol": 0.0, "species": ["Eu", "N", "C", "S", "N", "N", "C", "C", "C", "C", "C", "C", "C", "O", "H", "H", "H", "H", "H", "H", "H", "C", "C", "C", "C", "C", "H", "H", "H", "H", "H", "O", "C", "C", "C", "C", "O", "N", "H", "H", "H", "H"], "coordinates": [[0.402, 0.832, 1.211], [4.262, -2.160, 1.506], [3.048, -1.501, 1.385], [3.021, 0.150, 1.942], [2.096, -2.249, 0.913], [0.867, -1.618, 0.785], [0.079, -2.260, 0.013], [-1.256, -1.814, -0.395], [-1.824, -2.423, -1.520], [-3.037, -2.014, -2.039], [-3.703, -0.955, -1.412], [-3.174, -0.352, -0.290], [-1.948, -0.773, 0.263], [-1.472, -0.199, 1.344], [5.060, -1.547, 1.533], [4.348, -2.955, 0.893], [0.471, -3.161, -0.460], [-1.276, -3.233, -1.993], [-3.457, -2.496, -2.913], [-4.649, -0.603, -1.810], [-3.677, 0.474, 0.198], [0.257, 1.837, 3.761], [-1.021, 2.087, 3.221], [-0.886, 3.041, 2.196], [0.481, 3.395, 2.108], [1.186, 2.657, 3.079], [0.480, 1.194, 4.598], [-1.944, 1.634, 3.544], [-1.686, 3.453, 1.602], [0.895, 4.166, 1.477], [2.237, 2.743, 3.304], [2.823, -0.703, -2.156], [1.765, -0.123, -2.161], [0.806, -0.100, -3.357], [-0.335, 0.805, -2.908], [0.065, 1.145, -1.493], [-0.620, 1.832, -0.694], [1.230, 0.618, -1.115], [0.486, -1.125, -3.547], [1.341, 0.249, -4.239], [-1.315, 0.323, -2.892], [-0.426, 1.729, -3.481]]}

---

4.
{"formula": "C4H11N3O2", "method": "the ωB97M-V functional and the def2-TZVPD basis", "spin_multiplicity": 1, "e_lumo_ev": 0.56, "e_homo_ev": -7.3, "fmax_ev_per_a": 3.62, "homo_lumo_gap_ev": 7.89, "smiles": "C/C(N)=C/N.O=C=O.N", "e_above_lowest_kcal_mol": 46.3, "species": ["C", "C", "C", "C", "N", "N", "N", "O", "O", "H", "H", "H", "H", "H", "H", "H", "H", "H", "H", "H"], "coordinates": [[4.395, -0.749, 0.973], [1.190, 1.219, -1.960], [0.572, 0.034, -0.007], [0.978, 1.194, -0.477], [0.237, -0.540, 1.250], [-2.635, -2.530, 0.232], [1.098, 2.454, 0.108], [5.027, -1.638, 0.676], [3.807, 0.166, 1.343], [0.328, 1.433, -2.589], [1.484, 0.200, -2.243], [1.920, 1.909, -2.137], [0.520, -0.807, -0.737], [0.208, 0.227, 2.073], [-0.695, -0.928, 1.071], [-2.931, -3.422, -0.135], [-1.853, -2.510, 0.891], [1.358, 2.574, 1.166], [-2.328, -2.166, -0.697], [1.528, 3.200, -0.486]]}

---

5.
{"formula": "C5H14S", "method": "the ωB97M-V functional and the def2-TZVPD basis", "spin_multiplicity": 1, "e_lumo_ev": 1.06, "e_homo_ev": -8.5, "fmax_ev_per_a": 1.40, "homo_lumo_gap_ev": 9.52, "smiles": "CCC.CSC", "e_above_lowest_kcal_mol": 12.2, "species": ["C", "C", "C", "H", "H", "H", "H", "H", "H", "H", "H", "C", "C", "S", "H", "H", "H", "H", "H", "H"], "coordinates": [[-1.665, 1.929, -0.588], [-2.139, 0.839, 0.365], [-0.335, 2.580, -0.108], [-1.545, 1.642, -1.623], [-2.402, 2.734, -0.623], [-1.429, 0.654, 1.166], [-0.526, 3.344, 0.639], [0.325, 1.771, 0.189], [-2.410, -0.128, -0.057], [-3.045, 1.145, 0.846], [0.137, 3.104, -0.943], [1.895, -3.113, 1.131], [1.370, -1.252, -0.909], [0.603, -2.022, 0.513], [1.755, -4.137, 0.785], [2.869, -2.868, 0.695], [1.935, -2.978, 2.204], [0.629, -0.647, -1.395], [1.750, -1.967, -1.640], [2.229, -0.630, -0.647]]}